(1)
{"formula": "C49H54F6GaN2O7", "method": "wB97M-V/def2-TZVPD", "homo_energy_ev": -6.3, "charge": -1, "gap_ev": 8.2, "mol_weight_g_mol": 966.69, "largest_force_ha_per_bohr": 0.080, "elements": ["C", "C", "O", "O", "C", "O", "C", "Ga", "C", "C", "C", "N", "O", "O", "C", "C", "C", "C", "C", "C", "O", "N", "O", "H", "H", "H", "H", "H", "H", "H", "H", "H", "H", "H", "H", "H", "H", "H", "H", "H", "H", "H", "H", "H", "H", "H", "H", "F", "C", "C", "C", "C", "C", "C", "H", "H", "H", "H", "H", "F", "C", "C", "C", "C", "C", "C", "H", "H", "H", "H", "H", "F", "C", "C", "C", "C", "C", "C", "H", "H", "H", "H", "H", "F", "C", "C", "C", "C", "C", "C", "H", "H", "H", "H", "H", "F", "C", "C", "C", "C", "C", "C", "H", "H", "H", "H", "H", "F", "C", "C", "C", "C", "C", "C", "H", "H", "H", "H", "H"], "xyz": [[-1.28366, -2.59759, 0.76405], [-2.25224, -3.12489, -0.39882], [-2.35137, -4.36667, -0.50998], [-2.98072, -2.26055, -1.25968], [-2.10328, -1.31228, -1.91604], [-1.78323, -0.23032, -1.39649], [-1.51866, -1.73214, -3.34302], [0.56367, -1.91756, -3.16314], [1.35112, -0.17139, -3.89931], [2.85411, -0.27736, -4.44630], [3.97677, 0.24100, -3.45129], [3.75362, 0.92027, -2.18457], [5.18009, 0.08435, -3.81294], [1.17452, -3.48043, -4.09508], [0.14846, -4.46305, -3.83305], [0.63268, -5.97454, -3.93956], [-0.68532, -6.88249, -3.64424], [1.73420, -6.40982, -2.86381], [1.37097, -6.03365, -1.34845], [3.23274, -5.93390, -3.28775], [0.96725, -2.22652, -1.32444], [2.01645, -1.50188, -0.89702], [2.98492, -2.21743, -0.82551], [-1.66991, -2.88101, 1.78939], [-1.08302, -1.47721, 0.70678], [-0.26116, -3.10102, 0.63065], [-1.69989, -0.87125, -4.08489], [-2.01381, -2.68105, -3.72644], [0.70095, 0.11469, -4.80705], [1.17532, 0.64572, -3.12591], [3.13453, -1.31778, -4.82864], [2.90899, 0.40510, -5.37436], [2.78852, 0.82770, -1.84123], [4.33125, 0.43528, -1.47122], [-0.29606, -4.23240, -2.79512], [-0.70938, -4.32481, -4.59608], [0.99883, -6.29497, -4.96729], [-0.45437, -7.99371, -3.60108], [-1.02675, -6.57680, -2.59090], [-1.53996, -6.60350, -4.34303], [1.77761, -7.56372, -2.90118], [1.07381, -4.93863, -1.30432], [0.52099, -6.68523, -0.93479], [2.30403, -6.27380, -0.72084], [3.35885, -4.89065, -2.85514], [3.25087, -5.91879, -4.42606], [3.94640, -6.70020, -2.83239], [1.93929, 5.26181, 3.43071], [2.35616, 4.65745, 2.30148], [3.52198, 5.08957, 1.68969], [3.95521, 4.46206, 0.52615], [3.21202, 3.41743, -0.01742], [2.03989, 2.99583, 0.60380], [1.61188, 3.61538, 1.77324], [4.08292, 5.90984, 2.12292], [4.87017, 4.78683, 0.04311], [3.54839, 2.93114, -0.92806], [1.45941, 2.18459, 0.17721], [0.70662, 3.29436, 2.27500], [5.75347, 6.89645, 6.41347], [4.48859, 7.34452, 6.46568], [3.58432, 6.94407, 5.49496], [2.27280, 7.40436, 5.55182], [1.88461, 8.26813, 6.57326], [2.80303, 8.66720, 7.53981], [4.11149, 8.19872, 7.48961], [3.90718, 6.27837, 4.70377], [1.55545, 7.09170, 4.80244], [0.86235, 8.63040, 6.61470], [2.49977, 9.34320, 8.33215], [4.83773, 8.49185, 8.23850], [0.15658, 12.43539, 8.14762], [-0.76215, 12.01493, 7.26316], [-2.10797, 12.16685, 7.55609], [-3.05926, 11.73573, 6.63751], [-2.65384, 11.14817, 5.44180], [-1.29932, 10.99653, 5.16103], [-0.34760, 11.43728, 6.07413], [-2.40446, 12.61885, 8.49526], [-4.11511, 11.85663, 6.85311], [-3.39676, 10.80821, 4.72788], [-0.98482, 10.53507, 4.23132], [0.71142, 11.33512, 5.86795], [-0.53507, -4.64759, 2.23654], [-0.72330, -5.49003, 3.26206], [0.12223, -5.42835, 4.35840], [-0.07744, -6.29959, 5.42388], [-1.11330, -7.22919, 5.37592], [-1.95278, -7.28469, 4.26705], [-1.76080, -6.40668, 3.20594], [0.92787, -4.70377, 4.37389], [0.57343, -6.25507, 6.29021], [-1.26555, -7.91156, 6.20589], [-2.75652, -8.01190, 4.22924], [-2.40982, -6.42945, 2.33818], [-3.71533, -10.12383, -1.98517], [-4.43797, -9.01045, -1.77270], [-5.82145, -9.09087, -1.75784], [-6.56949, -7.94001, -1.53300], [-5.92561, -6.72083, -1.33640], [-4.53520, -6.65133, -1.35844], [-3.78656, -7.80386, -1.57232], [-6.30474, -10.04715, -1.92102], [-7.65274, -7.99269, -1.51166], [-6.51022, -5.82273, -1.16542], [-4.03479, -5.69972, -1.20904], [-2.70360, -7.77031, -1.58408], [0.22770, 1.28210, -6.32165], [-0.59611, 2.31461, -6.55396], [-0.17009, 3.35638, -7.36232], [-1.02649, 4.42442, -7.60691], [-2.29458, 4.44337, -7.03176], [-2.70918, 3.39356, -6.21755], [-1.85776, 2.31995, -5.98124], [0.82328, 3.32785, -7.79430], [-0.70629, 5.24141, -8.24418], [-2.96046, 5.27936, -7.21963], [-3.69544, 3.41159, -5.76688], [-2.16703, 1.48993, -5.35701]], "mulliken_charge": [-0.5169, 0.3969, -0.3192, -0.3622, 0.2518, -0.5568, 0.0764, 0.1291, 0.1305, -0.4819, 0.3808, -0.3356, -0.6539, -0.5744, -0.0968, 0.1204, -1.0336, 0.2063, -0.9963, -1.1860, -0.1090, 0.2678, -0.3931, 0.3010, 0.3437, 0.0346, -0.0426, 0.3154, -0.2733, 0.2527, 0.2445, 0.2516, 0.1244, 0.2716, -0.3888, 0.2564, 0.4410, 0.4244, -0.1727, 0.4142, 0.4100, 0.0850, 0.1924, 0.4214, 0.1207, 0.3110, 0.4043, -0.2301, 0.4156, -0.2169, -0.6576, -0.4111, -0.3498, -0.6852, 0.3929, 0.3641, 0.5146, 0.5144, 0.4099, -0.3102, 0.2276, -0.1820, -0.3967, -0.5270, -0.5415, -0.3335, 0.3782, 0.3798, 0.5043, 0.3711, 0.4110, -0.3192, 0.3385, -0.3974, -0.3422, -0.4539, -0.3768, -0.4135, 0.4002, 0.3524, 0.3645, 0.3742, 0.4745, -0.0826, 0.1229, -0.4735, -0.3899, -0.5148, -0.4121, -0.3184, 0.4048, 0.3521, 0.3497, 0.3651, 0.5155, -0.3176, 0.1676, -0.5030, -0.3069, -0.7150, -0.0215, -0.3793, 0.4013, 0.3530, 0.4016, 0.5182, 0.4490, -0.2640, 0.2677, -0.4807, -0.4323, -0.4679, -0.5415, -0.0602, 0.4165, 0.3486, 0.3585, 0.3669, 0.3919]}

(2)
{"formula": "C36H39CoN2OPS3", "method": "wB97M-V/def2-TZVPD", "homo_energy_ev": [-9.2, -9.2], "charge": 1, "gap_ev": [6.4, 6.5], "de_lowest_kj_mol": 70.8, "mol_weight_g_mol": 701.83, "largest_force_ha_per_bohr": 0.063, "elements": ["Co", "C", "N", "C", "C", "N", "C", "C", "C", "C", "C", "C", "C", "S", "C", "C", "C", "C", "C", "C", "S", "H", "H", "H", "H", "H", "H", "H", "H", "H", "H", "H", "H", "H", "H", "H", "H", "H", "H", "C", "S", "C", "O", "H", "H", "H", "H", "H", "H", "C", "C", "C", "C", "C", "C", "P", "C", "C", "C", "C", "C", "C", "C", "C", "C", "C", "C", "C", "H", "H", "H", "H", "H", "H", "H", "H", "H", "H", "H", "H", "H", "H", "H"], "xyz": [[-0.08643, 0.27880, -0.21209], [-0.05356, 2.42123, -2.25738], [-0.66103, 2.17462, -0.94664], [-2.13659, 2.10197, -1.09306], [-2.53171, 0.79294, -1.74201], [-1.97868, -0.35415, -1.00236], [-1.60552, -1.39773, -1.97599], [-2.88819, -0.84104, 0.00048], [-3.87112, -1.79147, -0.23968], [-4.75471, -2.15225, 0.76870], [-4.64382, -1.54918, 2.01834], [-3.63784, -0.62882, 2.24503], [-2.74796, -0.26859, 1.22976], [-1.46985, 0.89566, 1.58372], [-0.28576, 3.26365, -0.04528], [-0.57728, 4.57475, -0.39577], [-0.20758, 5.62000, 0.43126], [0.45392, 5.35299, 1.62393], [0.72875, 4.04944, 1.98146], [0.36637, 2.99216, 1.14694], [0.72975, 1.35587, 1.62812], [-0.52192, 3.27325, -2.75922], [-0.17353, 1.54848, -2.88190], [1.00517, 2.62745, -2.12335], [-2.50032, 2.93011, -1.70985], [-2.57236, 2.19540, -0.09205], [-2.14845, 0.73609, -2.76095], [-3.62784, 0.72433, -1.80028], [-2.42217, -1.64437, -2.66062], [-1.30070, -2.29162, -1.43846], [-0.77782, -1.03553, -2.57456], [-3.97162, -2.24854, -1.20588], [-5.51746, -2.89223, 0.57749], [-5.32855, -1.80486, 2.81288], [-3.51924, -0.17391, 3.21928], [-1.09607, 4.78746, -1.31640], [-0.43871, 6.63349, 0.14922], [0.74959, 6.16122, 2.27404], [1.22635, 3.82810, 2.91248], [-1.16751, -2.70926, 2.68749], [0.19015, -1.66046, 2.23983], [1.50895, -2.84394, 2.39741], [0.04069, -1.48163, 0.72560], [-1.01081, -3.03692, 3.70837], [-1.19759, -3.55137, 2.00212], [-2.08361, -2.12137, 2.61673], [1.66046, -3.03942, 3.45337], [2.39873, -2.39645, 1.97011], [1.25349, -3.75224, 1.86450], [1.24766, -0.85389, -6.19407], [1.55438, 0.41997, -5.74336], [1.80468, 0.64497, -4.40152], [1.76246, -0.39795, -3.47570], [1.47043, -1.67690, -3.94955], [1.21168, -1.90278, -5.29142], [1.99289, -0.12845, -1.65367], [3.25987, 1.16662, -1.59343], [4.18732, 1.35107, -2.61839], [5.16269, 2.32666, -2.51190], [5.22903, 3.12663, -1.37617], [4.32598, 2.93296, -0.34429], [3.34727, 1.95767, -0.45076], [2.92961, -1.65053, -1.25972], [2.24487, -2.83352, -0.99848], [2.93246, -4.02263, -0.81874], [4.31672, -4.04287, -0.87721], [5.00801, -2.86821, -1.12436], [4.32095, -1.68258, -1.32096], [1.04792, -1.02775, -7.23836], [1.61011, 1.24116, -6.43727], [2.04630, 1.64973, -4.08205], [1.46202, -2.51716, -3.27275], [0.99316, -2.90343, -5.63090], [4.16583, 0.72068, -3.49913], [5.87310, 2.45995, -3.31248], [5.98602, 3.89052, -1.29799], [4.37901, 3.53910, 0.54788], [2.64609, 1.80563, 0.37201], [1.16937, -2.82810, -0.93550], [2.38669, -4.93424, -0.63050], [4.85374, -4.96773, -0.73315], [6.08454, -2.87326, -1.17102], [4.88117, -0.77702, -1.51097]], "mulliken_charge": [1.5124, -1.6419, 2.3112, -1.0635, -1.2417, 1.7015, -1.7644, -0.5943, -0.8332, -0.9500, -0.4792, -0.8538, 0.9119, -0.2018, -0.2661, -0.7050, -0.9643, -0.7456, -1.2740, 1.0591, -0.5608, 0.3273, 0.3876, 0.4009, 0.6917, 0.3857, 0.5991, 0.3921, 0.5580, 0.2604, 0.4543, 0.5226, 0.4485, 0.4307, 0.4220, 0.3728, 0.4463, 0.4513, 0.5090, -0.6246, 0.6347, -1.1444, -0.5825, 0.5736, 0.2903, -0.1145, 0.5092, 0.3120, 0.3331, -0.8039, -0.9096, -0.4296, 0.5133, -0.6982, -0.6806, 2.0466, -0.0880, -0.4740, -0.7999, -0.6944, -0.7595, -0.4926, 1.0280, -0.4239, -1.1463, -0.7970, -0.7126, -0.9315, 0.4152, 0.4461, 0.5322, 0.3726, 0.4760, 0.6089, 0.4623, 0.4234, 0.4679, 0.2463, 0.5171, 0.4866, 0.4057, 0.4495, 0.3401]}

(3)
{"formula": "C6H13N2", "method": "wB97M-V/def2-TZVPD", "homo_energy_ev": -13.2, "charge": 1, "gap_ev": 8.5, "de_lowest_kj_mol": 150.9, "smiles": "C=[N+](C)C/C(C)=N/C", "mol_weight_g_mol": 113.18, "largest_force_ha_per_bohr": 0.029, "elements": ["C", "N", "C", "C", "C", "C", "N", "C", "H", "H", "H", "H", "H", "H", "H", "H", "H", "H", "H", "H", "H"], "xyz": [[-2.20634, 1.56273, -0.16206], [-1.60299, 0.50707, 0.21507], [-2.02971, -0.80199, -0.21150], [-0.43468, 0.53284, 1.05028], [0.81730, -0.02874, 0.33671], [1.21694, -1.41998, 0.72067], [1.35285, 0.75868, -0.47364], [2.54187, 0.55532, -1.22330], [-3.06924, 1.51410, -0.81012], [-1.85272, 2.53430, 0.14904], [-3.04832, -0.77490, -0.59062], [-1.37450, -1.15409, -1.00922], [-1.96882, -1.50556, 0.61715], [-0.62146, -0.06747, 1.94278], [-0.21814, 1.56016, 1.34566], [2.27088, -1.58780, 0.51540], [0.65432, -2.14824, 0.13561], [1.03593, -1.60285, 1.77601], [2.99966, 1.53405, -1.36168], [2.28355, 0.15911, -2.20721], [3.25363, -0.12678, -0.75504]], "mulliken_charge": [-0.0071, 0.2230, -0.8389, -0.9479, 0.8513, -1.2655, -0.4157, -0.8235, 0.2334, 0.2592, 0.3166, 0.3396, 0.3473, 0.4181, 0.3576, 0.4135, 0.2865, 0.3496, 0.2818, 0.3097, 0.3115]}

- Which formula does entry 2 have?
  C36H39CoN2OPS3